Record 1
This record from the Open Molecules 2025 dataset describes a molecular structure, C34H40GeN6O4S2Ti. The level of theory is the ωB97M-V functional and the def2-TZVPD basis.

Each line ends with the Löwdin charge.
Positions of all 88 atoms, in Å:
Ti  -0.497  0.537  0.087  0.87
C  -2.628  0.456  -1.470  -0.15
C  -3.300  -0.431  -0.626  -0.08
C  -3.262  -1.799  -0.878  -0.07
C  -2.547  -2.288  -1.963  -0.08
C  -1.857  -1.413  -2.796  -0.08
C  -1.893  -0.045  -2.547  -0.10
H  -2.706  1.522  -1.292  0.11
H  -3.866  -0.045  0.212  0.12
H  -3.803  -2.480  -0.234  0.12
H  -2.540  -3.351  -2.170  0.12
H  -1.308  -1.793  -3.648  0.12
H  -1.379  0.638  -3.211  0.11
N  2.733  0.756  -3.227  0.08
C  2.144  1.950  -2.657  -0.32
C  3.252  2.826  -2.055  -0.13
C  2.808  4.008  -1.194  -0.16
C  2.079  5.140  -1.910  -0.15
N  0.705  4.760  -2.243  0.10
C  -0.127  5.508  -2.945  -0.43
N  0.233  6.718  -3.373  0.22
N  -1.341  5.033  -3.247  0.21
C  1.173  1.594  -1.539  -0.57
O  0.039  2.161  -1.488  -0.08
O  1.503  0.782  -0.622  -0.12
H  3.651  0.947  -3.609  0.09
H  2.167  0.357  -3.965  0.09
H  1.570  2.536  -3.384  0.14
H  3.877  3.184  -2.878  0.13
H  3.873  2.172  -1.440  0.13
H  3.700  4.447  -0.747  0.13
H  2.199  3.667  -0.350  0.12
H  2.610  5.405  -2.829  0.13
H  2.062  6.015  -1.256  0.13
H  0.355  3.864  -1.901  0.10
H  1.099  7.135  -3.078  0.12
H  -0.388  7.280  -3.928  0.14
H  -1.609  4.112  -2.944  0.12
H  -2.041  5.613  -3.676  0.13
O  -1.906  0.528  5.479  0.07
C  -2.865  1.222  4.849  -0.25
C  -3.958  1.630  5.615  0.00
C  -4.984  2.345  5.041  -0.05
C  -4.955  2.677  3.683  -0.08
C  -3.884  2.279  2.921  -0.03
C  -2.823  1.545  3.478  -0.08
C  -1.725  1.134  2.607  -0.39
O  -1.769  1.435  1.347  -0.16
N  -0.729  0.432  3.120  0.03
N  0.162  0.050  2.137  -0.16
C  1.128  -0.679  2.551  -0.87
S  2.245  -1.321  1.336  1.00
C  2.790  -2.697  2.391  -0.41
C  2.914  -2.115  3.791  -0.47
S  1.390  -1.197  4.180  1.03
H  -1.205  0.313  4.832  0.05
H  -3.968  1.369  6.665  0.13
H  -5.822  2.653  5.652  0.11
H  -5.764  3.242  3.242  0.11
H  -3.833  2.528  1.870  0.11
H  3.743  -3.048  1.997  0.10
H  2.047  -3.492  2.353  0.07
H  3.774  -1.455  3.885  0.09
H  3.004  -2.915  4.525  0.10
Ge  0.503  -2.247  -0.152  1.00
C  -0.210  -3.600  1.007  -0.35
C  -1.210  -3.240  1.913  -0.11
C  -1.696  -4.166  2.824  -0.05
C  -1.194  -5.461  2.826  -0.05
C  -0.201  -5.832  1.927  -0.06
C  0.295  -4.904  1.024  -0.11
C  1.674  -2.893  -1.525  -0.33
C  2.874  -2.262  -1.843  -0.13
C  3.716  -2.829  -2.789  -0.06
C  3.352  -4.000  -3.438  -0.05
C  2.141  -4.614  -3.147  -0.06
C  1.300  -4.063  -2.193  -0.12
H  -0.736  -1.298  -0.008  -0.04
H  -1.610  -2.230  1.917  0.09
H  -2.465  -3.879  3.529  0.12
H  -1.578  -6.185  3.532  0.12
H  0.183  -6.843  1.932  0.12
H  1.076  -5.200  0.332  0.10
H  3.149  -1.323  -1.382  0.07
H  4.657  -2.349  -3.025  0.11
H  4.013  -4.436  -4.176  0.12
H  1.855  -5.525  -3.655  0.12
H  0.365  -4.560  -1.959  0.10

Summary:
total charge	+2
E_HOMO (spin up / spin down)	-0.4302 / -0.4422	Eh
expectation value of S²	2.01
multiplicity	3

***

Record 2
This record from the Open Molecules 2025 dataset describes a single C4H10N2O molecule. The level of theory is the ωB97M-V functional and the def2-TZVPD basis.

Each line ends with the Löwdin charge.
Positions of all 17 atoms, in Å:
C  0.224  1.991  -0.285  -0.10
C  0.398  0.809  0.655  -0.20
N  -0.784  -0.283  0.466  -0.21
N  -0.689  -1.278  1.471  -0.01
C  -0.642  -0.886  -0.868  -0.17
C  0.830  -1.223  -1.056  -0.26
O  1.520  -0.784  -1.974  0.02
H  0.588  1.768  -1.292  0.07
H  0.782  2.858  0.086  0.08
H  -0.827  2.288  -0.363  0.08
H  1.440  0.475  0.686  0.10
H  0.224  1.164  1.678  0.10
H  -0.775  -0.883  2.410  0.08
H  -1.312  -2.080  1.344  0.08
H  -0.945  -0.171  -1.638  0.12
H  -1.249  -1.792  -0.979  0.12
H  1.219  -1.973  -0.342  0.12

Summary:
structure (SMILES)	CCN(N)CC=O
E_HOMO	-0.2855	Eh

***

Total energy? In order: -5671.5053, -343.0744 Eh.
Energy relative to the best compared isomer or geometry (same formula, charge and spin)? In order: 57.34, 333.65 kJ/mol.
F_max? In order: 1.0, 2.8 eV/Å.